a) Below is a molecular structure, C35H31N4O5SbY, with properties calculated with wB97M-V/def2-TZVPD.

XYZ file:
```
77
Properties=species:S:1:pos:R:3
Y -0.14233 -0.04356 0.21976
N 1.48995 1.76819 -0.32112
C 2.81723 1.11202 -0.30939
C 2.89780 0.00958 0.76227
O 3.95239 -0.59111 0.90786
N 1.73291 -0.19473 1.40737
C 1.68559 -1.22471 2.43622
C 0.28632 -1.85120 2.46577
O 0.08807 -2.99087 2.80788
O -0.66365 -1.03517 2.01740
H 1.36824 2.35389 -1.14429
H 1.42101 2.38905 0.48339
H 3.65242 1.78673 -0.12210
H 2.98850 0.65365 -1.28494
H 1.87302 -0.79970 3.42820
H 2.42837 -2.00716 2.28471
O -8.24037 0.25036 0.22679
C -7.40053 0.59886 -0.76549
O -7.76268 1.34447 -1.62909
C -5.99485 0.06722 -0.70210
C -5.43890 -0.51697 0.42614
C -4.13656 -1.00274 0.40596
C -3.39598 -0.88966 -0.76202
C -3.92446 -0.26221 -1.88812
C -5.22311 0.20616 -1.85482
N -2.05573 -1.37115 -0.80987
C -1.82521 -2.60843 -0.64952
C -0.44745 -3.12727 -0.62175
C -0.23505 -4.47259 -0.41486
C 1.07610 -4.93732 -0.38037
C 2.10602 -4.03561 -0.56068
C 1.80208 -2.69189 -0.74306
N 0.55088 -2.23374 -0.77492
H -7.86430 -0.44082 0.78612
H -5.99448 -0.58156 1.35528
H -3.68845 -1.44870 1.28688
H -3.32454 -0.17861 -2.78584
H -5.67270 0.68211 -2.71596
H -2.63276 -3.33211 -0.53006
H -1.07284 -5.13859 -0.26161
H 1.28391 -5.98442 -0.20610
H 3.14129 -4.34453 -0.53515
H 2.60187 -1.96764 -0.83292
C -6.71334 3.55919 0.75742
C -6.06550 3.77376 -0.45156
C -4.71259 3.48963 -0.57525
C -4.00908 2.98568 0.51387
C -4.65845 2.77070 1.72666
C -6.01024 3.06210 1.84738
Sb -1.96745 2.51747 0.37480
C -1.36718 3.50678 -1.40601
C -1.27063 2.74583 -2.57179
C -0.84613 3.31871 -3.76376
C -0.50946 4.66519 -3.79648
C -0.59931 5.43070 -2.64072
C -1.02410 4.85566 -1.45006
C -1.14878 3.78250 1.85478
C -0.07033 3.34495 2.62113
C 0.49891 4.17959 3.57477
C -0.01510 5.45250 3.77350
C -1.10673 5.88657 3.03048
C -1.67482 5.05430 2.07722
H -7.77101 3.77241 0.84562
H -6.61871 4.14682 -1.30368
H -4.21238 3.66375 -1.52183
H -4.11810 2.38603 2.58508
H -6.51368 2.90241 2.79249
H -1.55058 1.69466 -2.56550
H -0.78458 2.71905 -4.66309
H -0.17811 5.11852 -4.72153
H -0.33773 6.48063 -2.66637
H -1.07500 5.46772 -0.55684
H 0.32050 2.33557 2.51565
H 1.33230 3.82896 4.17034
H 0.42499 6.10330 4.51759
H -1.51900 6.87300 3.19890
H -2.53942 5.39754 1.51910
```

frontier orbital gap: 7.595 eV
HOMO level: -11.5 eV
LUMO: -3.9 eV
charge: +1

---

b) Below is a molecular structure, C35H31N4O5SbY, with properties calculated with wB97M-V/def2-TZVPD.

XYZ file:
```
77
Properties=species:S:1:pos:R:3
Y 0.07262 1.51628 -2.25627
N -1.34207 2.79601 -3.93409
C -0.33310 3.51664 -4.75972
C 0.59073 4.22920 -3.76489
O 0.69337 5.43888 -3.79601
N 1.10675 3.38021 -2.83298
C 1.41974 3.99656 -1.54546
C 0.46571 3.51593 -0.41186
O 0.77019 3.63658 0.75017
O -0.65351 2.93162 -0.83502
H -1.82477 3.48050 -3.35333
H -2.04731 2.36822 -4.52684
H 0.21291 2.79150 -5.36703
H -0.77103 4.27028 -5.41018
H 2.44602 3.82846 -1.21944
H 1.28934 5.08092 -1.60842
O -1.92330 -4.62119 2.34784
C -0.91417 -3.76309 2.62918
O 0.18276 -4.17706 2.86626
C -1.25308 -2.31511 2.60988
C -2.55093 -1.64974 2.14819
C -2.43191 -1.45164 0.65608
C -1.64520 -0.47962 0.17874
C -0.74143 0.33063 1.06948
C -0.35130 -1.36883 2.84349
N -1.47522 -0.25710 -1.22089
C -2.32239 -0.67532 -2.07489
C -2.02719 -0.65992 -3.51984
C -2.92848 -1.21558 -4.41118
C -2.59353 -1.27404 -5.75771
C -1.36857 -0.77647 -6.16278
C -0.53152 -0.21652 -5.20889
N -0.84581 -0.15120 -3.91609
H -2.76583 -4.15481 2.30003
H -3.47540 -2.16746 2.41264
H -2.94240 -2.14360 -0.00469
H -0.91994 1.39816 0.91217
H 0.67063 -1.58746 3.11716
H -3.26920 -1.12800 -1.78174
H -3.87214 -1.60473 -4.05213
H -3.27655 -1.70965 -6.47460
H -1.05615 -0.81347 -7.19668
H 0.43030 0.19178 -5.49806
C 1.95067 -4.77337 0.05346
C 0.93683 -4.16840 -0.67644
C 0.75446 -2.79471 -0.60641
C 1.57426 -2.01322 0.20941
C 2.60320 -2.62492 0.91917
C 2.78674 -3.99921 0.84183
Sb 1.29759 0.08924 0.26158
C -0.92834 0.00849 2.57272
C -0.39870 1.10260 3.46091
C -0.91279 1.26845 4.67783
C -2.02757 0.43773 5.14869
C -2.73971 -0.28933 4.29093
C -2.42864 -0.27309 2.82116
C 2.67406 0.77822 1.70836
C 3.41476 1.90280 1.35442
C 4.35430 2.42969 2.22885
C 4.56249 1.83248 3.46247
C 3.82989 0.70797 3.82137
C 2.88905 0.18263 2.94991
H 2.08794 -5.84522 0.00651
H 0.28627 -4.76758 -1.30124
H -0.02982 -2.34125 -1.19975
H 3.27293 -2.03957 1.53576
H 3.58306 -4.46289 1.40890
H 0.40136 1.73952 3.09973
H -0.52116 2.03648 5.33279
H -2.28551 0.45278 6.19967
H -3.59763 -0.86250 4.62688
H -3.06817 0.46102 2.31591
H 3.25259 2.38774 0.40144
H 4.91648 3.30933 1.94498
H 5.29279 2.24227 4.14762
H 3.98963 0.23872 4.78325
H 2.32906 -0.68961 3.25777
```

frontier orbital gap: 6.208 eV
HOMO level: -10.8 eV
LUMO: -4.6 eV
charge: +1

---

Relative to the most stable one, in hartree, the structures come out at a) 0.0000; b) 0.1007.

---

a) Below is C3H2N4O in the gas phase, with properties calculated with wB97M-V/def2-TZVPD.

XYZ file:
```
10
Properties=species:S:1:pos:R:3
O -0.27633 -0.51125 2.81209
C -0.00407 0.42156 2.01532
C -0.13998 0.21248 0.44581
N -0.45840 -0.88914 -0.19446
C -0.18623 -1.01084 -1.41229
N -0.02883 0.09985 -2.20947
N 0.07315 1.18564 -1.57189
N 0.28760 1.20940 -0.24280
H 0.79804 1.32324 2.51683
H -0.06494 -2.04093 -2.15914
```

frontier orbital gap: 8.793 eV
HOMO level: -10.0 eV
LUMO: -1.2 eV
SMILES string: O=Cc1ncnnn1

---

b) Below is a molecular structure, C3H2N4O, with properties calculated with wB97M-V/def2-TZVPD.

XYZ file:
```
10
Properties=species:S:1:pos:R:3
C 1.59596 0.84870 0.00248
C 0.43359 0.08885 0.01842
C -0.98051 0.11805 0.08734
N -2.07045 0.76271 -0.00289
N 0.26714 -1.27112 -0.13657
N -1.10246 -1.24181 0.00460
N -3.14766 0.50430 -0.18344
O 2.67977 0.33874 -0.15765
H 1.59882 1.91446 0.12456
H 0.72580 -2.06287 0.24314
```

frontier orbital gap (spin up / spin down): 6.691 / 6.690 eV
HOMO level (spin up / spin down): -8.4 / -8.4 eV
LUMO (spin up / spin down): -1.7 / -1.7 eV

---

c) Below is C3H2N4O in the gas phase, with properties calculated with wB97M-V/def2-TZVPD.

XYZ file:
```
10
Properties=species:S:1:pos:R:3
O -1.41350 1.41826 -1.35608
C -0.50906 0.57933 -0.86201
N -1.07410 -0.62275 -0.39642
C -0.66425 -1.22169 0.65722
N 0.16603 -0.73381 1.64870
C 1.24875 -0.03131 1.35008
N 1.53756 -0.04259 -0.06374
N 0.85620 0.56473 -1.03725
H -1.22464 -2.11023 0.89762
H 1.68010 0.64718 2.02027
```

frontier orbital gap: 7.799 eV
HOMO level: -10.2 eV
LUMO: -2.4 eV
SMILES string: O=c1ncncnn1

---

d) Below is C3H2N4O in the gas phase, with properties calculated with wB97M-V/def2-TZVPD.

XYZ file:
```
10
Properties=species:S:1:pos:R:3
O 2.10948 0.18081 0.35507
C 0.91661 0.11478 -0.03267
C 0.00334 1.31212 0.02353
N -1.26496 1.47241 0.02550
N -1.67193 0.04832 -0.25136
N -1.41421 -0.52493 0.74244
N -0.72605 -1.71069 0.14008
C 0.33534 -1.32193 -0.22711
H 0.56098 2.38873 -0.00084
H 1.15141 -1.95962 -0.77465
```

frontier orbital gap: 8.519 eV
HOMO level: -10.0 eV
LUMO: -1.5 eV
SMILES string: O=c1cnnnnc1

---

Relative to the most stable one, in hartree, the structures come out at a) 0.0000; b) 0.0567; c) 0.0101; d) 0.0695.

---

a) Below is C6H10N4 in the gas phase, with properties calculated with wB97M-V/def2-TZVPD.

XYZ file:
```
20
Properties=species:S:1:pos:R:3
H 3.47113 -0.62507 0.46654
N 2.80419 0.06448 0.32419
C 1.71701 -0.58287 -0.00946
N 1.59275 -2.02818 0.02817
N 0.31270 -0.05088 -0.26686
N -0.86463 -0.86182 -0.61478
C -1.83292 -0.15423 -0.16223
C -3.16178 -0.83747 0.50062
C -1.58790 1.20622 -0.05597
C -0.17473 1.28532 -0.14328
C 1.05231 2.33870 0.02460
H 0.62719 -2.21739 -0.36648
H 2.21848 -2.93556 0.28197
H -4.07096 -0.95319 -0.33271
H -3.47765 -0.26472 1.31783
H -2.95586 -1.82311 0.65694
H -2.33131 2.10760 0.10073
H 1.50530 2.42523 -0.84766
H 0.32962 3.22548 0.53109
H 1.69701 1.66152 0.97106
```

frontier orbital gap: 9.840 eV
HOMO level: -8.9 eV
LUMO: 0.9 eV
SMILES string: [H]/N=C(\N)n1nc(C)cc1C

---

b) Below is C6H10N4 in the gas phase, with properties calculated with wB97M-V/def2-TZVPD.

XYZ file:
```
20
Properties=species:S:1:pos:R:3
C -3.26787 0.64647 -0.28169
C -1.22045 0.60643 0.18718
C 0.20505 0.99054 0.30784
C 1.05614 -1.19032 -0.66606
C 1.25965 -0.12734 0.33701
C 2.63135 0.54361 0.11479
N -2.19478 1.44001 -0.11796
N -3.01446 -0.63318 -0.13930
N -1.71579 -0.66441 0.19396
N -1.04316 -1.76177 0.48108
H -4.24348 1.02600 -0.50161
H 0.39907 1.67082 -0.52807
H 0.32932 1.58607 1.21663
H 0.66446 -0.95615 -1.63867
H 1.50761 -2.15153 -0.50968
H 1.25829 -0.59602 1.32524
H 3.43914 -0.16244 0.28688
H 2.74134 1.38316 0.79604
H 2.70756 0.91195 -0.90456
H -1.49900 -2.56191 0.04095
```

frontier orbital gap (spin up / spin down): 7.127 / 8.836 eV
HOMO level (spin up / spin down): -7.9 / -8.6 eV
LUMO (spin up / spin down): -0.8 / 0.2 eV

---

Relative to the most stable one, in hartree, the structures come out at a) 0.0591; b) 0.0000.

---

a) Below is C4H5FO in the gas phase, with properties calculated with wB97M-V/def2-TZVPD.

XYZ file:
```
11
Properties=species:S:1:pos:R:3
O 1.26854 1.65589 1.22169
C 0.57517 0.45759 0.95997
C -0.36767 0.68572 -0.18355
C -0.86276 -0.28028 -0.92967
C -1.06960 -1.38655 -1.59356
F -1.23847 -2.57992 -0.91251
H 1.82625 1.53628 1.99520
H -0.01701 0.14023 1.83617
H 1.26347 -0.40363 0.72238
H -0.53922 1.72970 -0.47058
H -0.83871 -1.55502 -2.64554
```

frontier orbital gap: 8.853 eV
HOMO level: -8.8 eV
LUMO: 0.0 eV
SMILES string: OCC=C=CF

---

b) Below is C4H5FO in the gas phase, with properties calculated with wB97M-V/def2-TZVPD.

XYZ file:
```
11
Properties=species:S:1:pos:R:3
C -0.08015 -1.81459 -1.80671
C -0.06665 -1.14618 -0.78407
C -0.18716 -0.40787 0.51436
F -1.50565 -0.10166 0.84635
C 0.56816 0.90781 0.61782
O -0.12828 1.93494 0.02497
H 0.00980 -2.28412 -2.79861
H 0.09798 -1.17310 1.32112
H 0.70232 1.10899 1.65258
H 1.55600 0.97197 0.03584
H -0.96636 2.00382 0.37634
```

frontier orbital gap: 11.229 eV
HOMO level: -10.3 eV
LUMO: 0.9 eV
SMILES string: C#C[C@H](F)CO

---

c) Below is 2 unconnected molecules or ions with the total composition C4H5FO, with properties calculated with wB97M-V/def2-TZVPD.

XYZ file:
```
11
Properties=species:S:1:pos:R:3
C -2.23299 0.21549 -0.58612
C 1.16702 -0.35434 -0.53140
C 0.83033 -0.30821 1.01151
C 0.19233 0.59292 0.02540
O -2.75152 -0.63400 0.02324
F 0.47209 1.89855 0.15801
H -2.49380 1.01123 -1.37824
H 2.14297 0.06160 -0.90945
H 0.85506 -1.34516 -0.98348
H 0.28949 -1.25102 1.46095
H 1.52902 0.11294 1.70957
```

frontier orbital gap (spin up / spin down): 8.220 / 8.443 eV
HOMO level (spin up / spin down): -7.8 / -7.9 eV
LUMO (spin up / spin down): 0.4 / 0.5 eV

---

d) Below is C4H5FO in the gas phase, with properties calculated with wB97M-V/def2-TZVPD.

XYZ file:
```
11
Properties=species:S:1:pos:R:3
O -0.63728 1.83445 1.61295
C -0.27878 1.91185 0.24288
C -0.17330 0.42296 -0.19284
C -0.10339 -0.72344 -0.35367
C 0.37237 -2.04466 -0.73480
F -0.45437 -3.12140 -0.29971
H 0.00568 1.33145 2.12302
H -1.11099 2.47220 -0.18884
H 0.69261 2.35405 -0.06958
H 0.32097 -2.12974 -1.82730
H 1.36649 -2.30772 -0.31210
```

frontier orbital gap: 11.092 eV
HOMO level: -10.4 eV
LUMO: 0.7 eV
SMILES string: OCC#CCF

---

Relative to the most stable one, in hartree, the structures come out at a) 0.0234; b) 0.0000; c) 0.0875; d) 0.0026.